Record 1
A cluster of 2 separate species, C4H13N2P in total, computed with wB97M-V/def2-TZVPD.

The geometry in ORCA input format:
```
! RIJCOSX wB97M-V def2-TZVPD def2/J DEFGRID3
* xyz 0 1
C -1.17303 1.07206 0.97459
C -1.58528 0.28677 -1.44382
C -1.06494 -1.47583 0.21193
C -1.10390 0.00211 -0.08685
N 2.62170 -0.98028 -0.47728
N 2.39430 0.87745 1.16623
P 2.02836 0.62956 -0.52316
H -0.42244 1.75182 0.91200
H -2.25951 1.49031 0.92620
H -1.07337 0.80894 2.05015
H -1.77894 1.38126 -1.62426
H -2.51024 -0.29013 -1.67957
H -0.87566 0.08447 -2.23505
H -1.22246 -1.55138 1.29027
H -1.77154 -1.89483 -0.47562
H -0.08836 -1.96283 -0.00444
H 3.57695 -1.10886 -0.79163
H 2.07583 -1.46624 -1.16439
H 2.56182 1.81532 1.20447
H 1.67072 0.53028 1.77022
*
```

Summary:
F_max = 4.5 eV Å⁻¹
gap between HOMO and LUMO (spin up / spin down) = 7.094 / 8.041 eV
energy above the lowest of the compared OMol25 structures with the same formula, charge and spin = 225.1 kJ/mol

Atomic partial charges in e from the Mulliken method, atoms 1 to 2:
1 C -1.456
2 C -1.333

=====

Record 2
A cluster of 2 separate species, C4H13N2S in total, computed with wB97M-V/def2-TZVPD.

The geometry in ORCA input format:
```
! RIJCOSX wB97M-V def2-TZVPD def2/J DEFGRID3
* xyz 0 2
C -0.21918 0.14092 1.65140
S -1.18071 -0.85801 2.81536
C -1.12512 -2.41250 1.83461
H -0.74568 0.13212 0.70262
H 0.79542 -0.25968 1.57786
H -0.12320 1.17133 1.99557
H -1.51903 -3.20704 2.45936
H -1.67772 -2.30705 0.89790
H -0.08752 -2.60759 1.56105
C 0.97419 -0.73256 -1.46272
N 0.01547 2.91197 -1.28335
C 0.06982 1.58722 -1.69737
N 0.86789 0.66938 -1.09024
H 2.00458 -1.01649 -1.64683
H 0.39630 -0.81885 -2.38573
H 0.53580 -1.36818 -0.69289
H 0.45040 3.22454 -0.44029
H -0.39768 3.55973 -1.92588
H -0.35756 1.32356 -2.65066
H 1.32353 0.86718 -0.21979
*
```

Summary:
F_max = 2.3 eV Å⁻¹
expectation value of S² = 0.753
gap between HOMO and LUMO (spin up / spin down) = 5.474 / 9.384 eV
energy above the lowest of the compared OMol25 structures with the same formula, charge and spin = 113.3 kJ/mol

Atomic partial charges in e from the Mulliken method, atoms 1 to 2:
1 C -0.847
2 S -0.078

=====

Record 3
A cluster of 2 separate species, C4H13N2S in total, computed with wB97M-V/def2-TZVPD.

The geometry in ORCA input format:
```
! RIJCOSX wB97M-V def2-TZVPD def2/J DEFGRID3
* xyz 1 1
C -1.63121 1.63946 2.00825
C 0.19246 2.03310 0.58456
N -0.61862 1.17318 1.03467
H -2.24943 0.78394 2.26491
H -2.26202 2.40825 1.56419
H -1.12824 2.03895 2.88343
H 0.99387 1.74908 -0.08823
H 0.10516 3.08796 0.84855
C 0.30071 -1.89260 -0.95037
C 1.19166 -0.76103 -1.44077
S 2.18823 -1.36037 -2.83203
N -0.57995 -1.41551 0.18387
H 0.88848 -2.71700 -0.55553
H -0.32180 -2.27324 -1.75568
H 1.86246 -0.47457 -0.63036
H 0.56326 0.07533 -1.74558
H 2.97537 -0.28055 -2.85751
H -1.56492 -1.62903 0.02812
H -0.61340 -0.30232 0.41756
H -0.29207 -1.88304 1.03796
*
```

Summary:
F_max = 0.8 eV Å⁻¹
gap between HOMO and LUMO = 9.543 eV
energy above the lowest of the compared OMol25 structures with the same formula, charge and spin = 129.7 kJ/mol

Atomic partial charges in e from the Mulliken method, atoms 1 to 2:
1 C -1.005
2 C -0.360

=====

Record 4
The ion C4H13N2S with charge +1, computed with wB97M-V/def2-TZVPD.

The geometry in ORCA input format:
```
! RIJCOSX wB97M-V def2-TZVPD def2/J DEFGRID3
* xyz 1 1
N 1.67200 1.50462 -0.42070
C 2.09362 0.20793 0.09304
C 1.02089 -0.85792 -0.16527
N -0.10599 -0.31416 -0.98854
C -1.46281 -0.57110 -0.37529
C -1.69984 0.33088 0.83176
S -3.29612 0.10607 1.59742
H 1.70305 2.21799 0.29611
H 2.24397 1.89231 -1.16157
H 2.15767 0.31192 1.17173
H 3.09179 -0.09937 -0.19303
H 0.61812 -1.32572 0.73064
H 1.35124 -1.76141 -0.67835
H -0.08890 -0.74192 -1.91344
H 0.12297 0.70300 -1.02934
H -2.17533 -0.51124 -1.18612
H -1.48000 -1.61734 -0.08251
H -1.73160 1.38278 0.51251
H -0.70399 0.37455 1.30138
H -3.33076 -1.23185 1.65957
*
```

Summary:
F_max = 2.2 eV Å⁻¹
gap between HOMO and LUMO = 9.754 eV
SMILES string = NCC[NH2+]CCS
energy above the lowest of the compared OMol25 structures with the same formula, charge and spin = 110.1 kJ/mol

Atomic partial charges in e from the Mulliken method, atoms 1 to 2:
1 N -0.622
2 C -0.328

=====

Record 5
The ion C4H13N2Si with charge +1, computed with wB97M-V/def2-TZVPD.

The geometry in ORCA input format:
```
! RIJCOSX wB97M-V def2-TZVPD def2/J DEFGRID3
* xyz 1 1
C 1.24616 -0.19758 -0.10418
C 3.59280 -0.42743 -0.58114
C -3.48943 -0.11215 0.55839
C -1.46972 -0.04396 -0.86455
N 2.47232 0.22253 0.08014
N -2.65409 -0.31762 -0.61460
Si -0.24987 1.16149 0.11081
H 1.22431 -0.94262 -0.78843
H 3.23154 -0.93163 -1.51655
H 3.95827 -1.26937 0.10821
H 4.40203 0.29007 -0.79653
H -3.56278 1.01907 0.83595
H -4.53209 -0.42212 0.37558
H -3.12123 -0.82702 1.30435
H -1.07407 -0.55075 -1.68322
H -3.05151 -0.94705 -1.27708
H 2.74522 1.00093 0.67603
H -0.75186 0.50806 1.43546
H -1.09778 2.40719 -0.09963
H 0.49644 1.54207 -1.05490
*
```

Summary:
F_max = 5.2 eV Å⁻¹
gap between HOMO and LUMO = 8.641 eV
energy above the lowest of the compared OMol25 structures with the same formula, charge and spin = 555.1 kJ/mol

Atomic partial charges in e from the Mulliken method, atoms 1 to 2:
1 C -0.113
2 C -0.778

=====

Record 6
An isolated molecule of C4H13N3, computed with wB97M-V/def2-TZVPD.

The geometry in ORCA input format:
```
! RIJCOSX wB97M-V def2-TZVPD def2/J DEFGRID3
* xyz 0 1
C -0.14990 1.07498 1.27487
C -0.13079 -0.26432 0.51144
C -1.59764 -0.70513 0.30569
N -2.29607 -0.95041 1.56157
N 0.39264 -0.09272 -0.85629
C 1.83692 -0.10017 -0.96068
N 2.16908 0.60870 -2.21168
H 0.73315 1.26652 1.89275
H -0.97941 1.10751 1.99012
H -0.30063 1.89733 0.57139
H 0.33336 -1.06101 1.07080
H -2.10496 -0.02376 -0.38577
H -1.50672 -1.62598 -0.28332
H -3.01037 -0.25418 1.73548
H -2.82540 -1.81097 1.49518
H 0.05766 0.81625 -1.16355
H 2.37420 0.34293 -0.11922
H 2.14511 -1.13043 -1.12767
H 3.15714 0.77048 -2.32783
H 1.70264 0.13436 -2.97327
*
```

Summary:
F_max = 2.2 eV Å⁻¹
gap between HOMO and LUMO = 9.859 eV
SMILES string = C[C@@H](CN)NCN
energy above the lowest of the compared OMol25 structures with the same formula, charge and spin = 80.2 kJ/mol

Atomic partial charges in e from the Mulliken method, atoms 1 to 2:
1 C -1.220
2 C 0.097

=====

Record 7
A cluster of 2 separate species, C4H13N3 in total, computed with wB97M-V/def2-TZVPD.

The geometry in ORCA input format:
```
! RIJCOSX wB97M-V def2-TZVPD def2/J DEFGRID3
* xyz 0 1
C -2.09419 -0.35026 -1.09603
C -0.84913 -0.22165 -1.54845
N -0.00547 0.85454 -1.38769
C -0.37388 1.90719 -0.46865
N 1.35805 0.48906 -1.41691
H -2.58702 0.39404 -0.49729
H -2.67818 -1.21350 -1.35846
H -0.39143 -0.99900 -2.14505
H -0.38994 1.57633 0.57596
H -1.36180 2.28218 -0.73591
H 0.34346 2.72459 -0.56422
H 1.64022 0.07378 -0.52247
H 1.91903 1.31674 -1.59938
C 0.75931 -1.01927 2.34284
N 0.97960 -1.35667 0.94639
H 1.72390 -0.85099 2.81967
H 0.18445 -0.09566 2.39369
H 0.22104 -1.78698 2.91428
H 1.51085 -2.21858 0.87298
H 0.09113 -1.50589 0.47467
*
```

Summary:
F_max = 0.4 eV Å⁻¹
gap between HOMO and LUMO = 8.825 eV
SMILES string = C=CN(C)N.CN
energy above the lowest of the compared OMol25 structures with the same formula, charge and spin = 191.9 kJ/mol

Atomic partial charges in e from the Mulliken method, atoms 1 to 2:
1 C -0.850
2 C -0.014

=====

Record 8
The ion C4H13N3 with charge +2, computed with wB97M-V/def2-TZVPD.

The geometry in ORCA input format:
```
! RIJCOSX wB97M-V def2-TZVPD def2/J DEFGRID3
* xyz 2 1
N -1.03303 2.50534 1.52850
C -1.41747 2.23656 0.33282
N -0.71846 1.43012 -0.46113
C 0.63923 0.94474 -0.18077
C 0.69882 -0.54718 0.25667
C 0.63285 -1.53728 -0.93120
N 0.22680 -2.90735 -0.41035
H -1.50777 3.05249 2.24432
H -0.15403 2.34535 2.01228
H -2.28873 2.68837 -0.12747
H -0.95494 1.13787 -1.38987
H 1.24319 0.90961 -1.09851
H 1.14526 1.59746 0.52700
H -0.06586 -0.86832 0.96298
H 1.61313 -0.56983 0.84528
H 0.00299 -1.21411 -1.75817
H 1.57866 -1.58378 -1.48984
H 1.01891 -3.46973 -0.10758
H -0.28554 -3.37535 -1.15482
H -0.37402 -2.77498 0.39986
*
```

Summary:
F_max = 3.2 eV Å⁻¹
gap between HOMO and LUMO = 11.860 eV
SMILES string = N/C=[NH+]\CCC[NH3+]
energy above the lowest of the compared OMol25 structures with the same formula, charge and spin = 87.3 kJ/mol

Atomic partial charges in e from the Mulliken method, atoms 1 to 2:
1 N -0.283
2 C 0.152

=====

Record 9
An isolated molecule of C4H13N3O, computed with wB97M-V/def2-TZVPD.

The geometry in ORCA input format:
```
! RIJCOSX wB97M-V def2-TZVPD def2/J DEFGRID3
* xyz 0 1
N 0.84893 2.04872 2.72852
C 0.77844 1.96741 1.29302
N -0.00753 0.81565 0.84534
C 0.08837 0.58021 -0.57477
C -0.56439 -0.74357 -1.07944
N -0.12874 -0.78208 -2.48991
C -0.19749 -1.97697 -0.26806
O -1.25296 -2.92855 -0.27735
H 0.42628 2.87126 3.14865
H 0.62651 1.17004 3.18766
H 1.77270 1.79584 0.88937
H 0.35707 2.87366 0.84328
H -0.94869 0.76188 1.18186
H -0.44005 1.28709 -1.23131
H 1.16674 0.52314 -0.75701
H -1.64535 -0.58421 -1.08320
H -0.59170 -1.54303 -2.99546
H 0.85969 -0.98273 -2.53335
H 0.74968 -2.42777 -0.60576
H -0.04333 -1.80349 0.80118
H -1.85415 -2.92252 -1.02326
*
```

Summary:
F_max = 1.6 eV Å⁻¹
gap between HOMO and LUMO = 9.614 eV
SMILES string = NCNC[C@@H](N)CO
energy above the lowest of the compared OMol25 structures with the same formula, charge and spin = 193.3 kJ/mol

Atomic partial charges in e from the Mulliken method, atoms 1 to 2:
1 N -0.568
2 C -0.319

=====

Record 10
A cluster of 3 separate species, C4H13N3O in total, computed with wB97M-V/def2-TZVPD.

The geometry in ORCA input format:
```
! RIJCOSX wB97M-V def2-TZVPD def2/J DEFGRID3
* xyz 0 1
C 1.55037 -1.75178 0.78419
C -1.24207 -1.08248 0.14201
C 0.86123 0.48626 1.54468
N 0.84659 -0.52113 0.50081
H 0.40023 0.08755 2.45365
H 1.54225 -2.39097 -0.09880
H 1.05888 -2.28902 1.60351
H 2.59265 -1.57632 1.08017
H -1.04434 -1.48230 1.12960
H -2.21882 -0.62271 0.08064
H -1.02122 -1.75766 -0.67195
H 0.28645 1.34863 1.20901
H 1.88046 0.80920 1.79136
N 0.07727 0.76378 -1.76606
C -2.00524 1.55232 -1.02223
O 0.23068 2.10078 -2.37424
N -0.99850 0.72786 -1.09447
H 1.04226 1.97572 -2.87885
H 1.02836 -0.11393 -0.42366
H -2.09356 2.39118 -1.69879
H -2.77395 1.34504 -0.29059
*
```

Summary:
F_max = 0.6 eV Å⁻¹
gap between HOMO and LUMO (spin up / spin down) = 6.548 / 6.546 eV
energy above the lowest of the compared OMol25 structures with the same formula, charge and spin = 768.0 kJ/mol

Atomic partial charges in e from the Mulliken method, atoms 1 to 2:
1 C -0.992
2 C -0.439

=====

Copy entry 3 word for word.
A cluster of 2 separate species, C4H13N2S in total, computed with wB97M-V/def2-TZVPD.

The geometry in ORCA input format:
```
! RIJCOSX wB97M-V def2-TZVPD def2/J DEFGRID3
* xyz 1 1
C -1.63121 1.63946 2.00825
C 0.19246 2.03310 0.58456
N -0.61862 1.17318 1.03467
H -2.24943 0.78394 2.26491
H -2.26202 2.40825 1.56419
H -1.12824 2.03895 2.88343
H 0.99387 1.74908 -0.08823
H 0.10516 3.08796 0.84855
C 0.30071 -1.89260 -0.95037
C 1.19166 -0.76103 -1.44077
S 2.18823 -1.36037 -2.83203
N -0.57995 -1.41551 0.18387
H 0.88848 -2.71700 -0.55553
H -0.32180 -2.27324 -1.75568
H 1.86246 -0.47457 -0.63036
H 0.56326 0.07533 -1.74558
H 2.97537 -0.28055 -2.85751
H -1.56492 -1.62903 0.02812
H -0.61340 -0.30232 0.41756
H -0.29207 -1.88304 1.03796
*
```

Summary:
F_max = 0.8 eV Å⁻¹
gap between HOMO and LUMO = 9.543 eV
energy above the lowest of the compared OMol25 structures with the same formula, charge and spin = 129.7 kJ/mol

Atomic partial charges in e from the Mulliken method, atoms 1 to 2:
1 C -1.005
2 C -0.360

=====

Q: What is the F_max in the first record?
A: 4.5 eV Å⁻¹

=====

Q: What is the F_max in the sixth record?
A: 2.2 eV Å⁻¹